C38H32F6N5OP2SScSe as an isolated structure, computed with the ωB97M-V functional and the def2-TZVPD basis.

Element x y z (Å)
Se  -3.03342  -1.16700  -0.73960
Sc  0.44475  0.09550  -0.85524
S  -1.65248  -0.36828  0.81580
P  1.75371  0.99441  1.60556
P  -0.02315  -0.24188  -3.97309
F  0.67102  0.92148  -2.88447
F  0.25859  0.70467  -5.18341
F  1.41203  -0.90940  -4.04114
F  -0.69590  -1.40533  -4.76865
F  -0.25353  -1.11658  -2.48287
F  -1.42433  0.45302  -3.65690
O  -1.22111  2.06903  -1.22680
N  0.09731  -2.38441  1.15666
N  -0.17081  2.23486  -0.33452
N  2.50856  -0.40620  -1.26457
N  -1.75653  -2.42989  2.52731
N  0.76620  -1.75693  0.12629
C  2.65703  3.30241  2.85536
C  2.80230  4.66265  3.08552
C  3.48451  0.44746  1.60954
C  -6.82953  -1.61362  0.89288
C  5.82812  0.80412  1.16094
C  -4.70018  -0.80241  0.13994
C  2.70590  -1.75940  -1.20087
C  1.03567  -0.55549  5.37397
C  3.39648  0.34858  -1.93284
C  3.75262  -2.36125  -1.92478
C  4.64150  -1.56827  -2.60079
C  -0.99864  -1.87356  1.55009
C  1.89739  -3.93337  -0.16404
C  -0.24828  -0.09418  5.61831
C  4.53776  1.29912  1.28227
C  0.93160  -6.13965  -0.26238
C  1.15360  3.74143  1.03341
C  1.04083  0.53532  3.22645
C  1.85876  2.81586  1.82483
C  -5.05229  0.49075  0.50763
C  5.03480  -1.39983  1.68035
C  -7.17932  -0.32735  1.27464
C  -6.28810  0.72245  1.08822
C  1.68327  -0.23864  4.18632
C  -5.58222  -1.85786  0.33451
C  2.13398  5.57284  2.28229
C  6.08055  -0.54268  1.36818
C  4.48556  -0.17078  -2.58061
C  3.74066  -0.91490  1.78333
C  2.10393  -6.68253  0.24883
C  -0.24858  1.00636  3.48406
C  1.77822  -2.48142  -0.40015
C  3.07156  -4.48543  0.34127
C  3.17314  -5.85352  0.55077
C  0.82554  -4.77457  -0.46345
C  0.15510  3.41087  0.01944
C  -0.88769  0.69683  4.67297
C  1.30769  5.11076  1.27563
H  -8.14886  -0.13954  1.71618
H  6.63631  1.47696  0.90608
H  4.08891  -6.27164  0.94819
H  1.54523  -1.15940  6.11322
H  -2.49272  -1.90083  2.95578
H  0.75950  5.82098  0.66808
H  -6.56505  1.72686  1.38002
H  -0.38598  4.25690  -0.40838
H  2.92743  -1.60200  1.99064
H  5.17280  0.48108  -3.09861
H  -4.36522  1.31000  0.33479
H  -7.52168  -2.43231  1.03669
H  3.83308  -3.43802  -1.93545
H  -0.75151  1.63428  2.75606
H  3.43478  5.00605  3.89318
H  -1.88282  1.07812  4.86402
H  5.22825  -2.45233  1.84170
H  2.69177  -0.59113  4.02373
H  7.08852  -0.92644  1.28262
H  3.90810  -3.83662  0.57013
H  -1.36802  2.86970  -1.75821
H  0.09950  -6.78620  -0.50901
H  5.45241  -2.01388  -3.16107
H  -0.08750  -4.35001  -0.86344
H  -1.39501  -3.24049  3.00072
H  -0.74566  -0.33907  6.54744
H  3.19401  1.41427  -1.95414
H  4.36185  2.35352  1.11382
H  2.18277  -7.74999  0.40656
H  -5.29506  -2.86428  0.05823
H  3.18092  2.59777  3.48983
H  2.24155  6.63587  2.44822

- DFT total energy (Eh) = -6658.64609
- gap between HOMO and LUMO (alpha / beta) (eV) = 4.70 / 6.92
- ⟨S²⟩ = 0.764
- E_HOMO (alpha / beta) (eV) = -8.25 / -10.46
- charge = +1
- 2S+1 = 2
- LUMO level (alpha / beta) (eV) = -3.550 / -3.539


C38H32N3O2P2V as an isolated structure, computed with the ωB97M-V functional and the def2-TZVPD basis.

Element x y z (Å)
V  0.79710  -1.63902  0.72271
P  -0.46765  -0.74763  -3.45384
P  -1.16871  1.87439  -0.29269
O  0.75433  -3.00679  4.61672
O  3.21016  -1.70575  4.06799
N  -0.80840  -2.88510  1.44921
N  2.47797  -0.28803  0.91637
N  1.41198  -2.02245  2.61163
C  3.07961  -2.86440  -1.32626
C  0.30806  2.42952  -5.84522
C  -2.67101  -4.49238  2.72432
C  0.83083  1.79419  -3.19817
C  -2.87387  -4.08194  1.41577
C  -1.65820  -0.41682  -2.06299
C  1.24049  3.01307  -3.70731
C  -0.10481  1.20790  -5.32787
C  4.21514  0.34443  2.43136
C  0.95390  -1.45989  -2.53821
C  -0.15079  0.62951  3.54442
C  -1.52940  -4.07797  3.38948
C  1.22689  2.50245  2.94826
C  3.99052  1.46164  0.33288
C  0.14962  0.87617  -3.99787
C  -3.61853  2.06711  1.18038
C  2.27686  -1.14995  -2.82508
C  -1.92131  -3.28003  0.81766
C  -5.70159  2.59832  0.09836
C  0.98003  3.33074  -5.03620
C  -2.95065  2.15919  -0.03864
C  0.57277  2.59428  1.72753
C  3.32657  -1.84454  -2.22411
C  1.75759  -3.21194  -1.03349
C  -1.21060  0.04144  -0.67705
C  0.71060  -2.51150  -1.63428
C  0.87082  1.51624  3.85704
C  -0.62360  -3.27722  2.72130
C  -0.80456  0.72474  2.32345
C  -4.98655  2.29005  1.24718
C  0.61870  -2.77915  3.44084
C  -0.45126  1.70797  1.39167
C  -3.67422  2.50027  -1.18361
C  4.65744  1.30677  1.53990
C  2.91380  0.64115  0.05822
C  3.11805  -0.42257  2.08838
C  -5.04440  2.70397  -1.11905
C  2.58837  -1.46277  3.06858
H  -1.83641  -0.42871  0.08358
H  -3.07251  1.84083  2.08764
H  -2.05438  -2.92964  -0.19878
H  -5.49435  2.22916  2.20090
H  -0.16539  -0.23666  -0.46554
H  -3.15617  2.62714  -2.12925
H  1.54513  -4.06906  -0.40337
H  0.85781  3.36411  1.01950
H  4.30076  2.19989  -0.39307
H  1.38232  1.43483  4.80738
H  -0.30670  -2.86293  -1.48829
H  -5.59454  2.96421  -2.01381
H  -0.43794  -0.13274  4.25866
H  4.68339  0.16861  3.38940
H  1.30032  4.28374  -5.43644
H  4.34761  -1.58347  -2.47106
H  -3.39656  -5.12371  3.21950
H  2.38592  0.71326  -0.88123
H  -1.31431  -4.34870  4.41358
H  2.01627  3.20231  3.19013
H  -1.62486  0.04492  2.12156
H  5.50862  1.92956  1.78099
H  1.01130  1.56885  -2.15713
H  -2.39195  0.28292  -2.47396
H  3.89693  -3.40687  -0.87073
H  -0.62691  0.50133  -5.96196
H  -3.75510  -4.37351  0.86260
H  2.49748  -0.36033  -3.53374
H  0.10498  2.67390  -6.87930
H  -2.21349  -1.35502  -1.97201
H  -6.76815  2.77130  0.15498
H  1.75276  3.72276  -3.07036

- DFT total energy (Eh) = -3408.59658
- gap between HOMO and LUMO (alpha / beta) (eV) = 7.97 / 8.07
- ⟨S²⟩ = 3.760
- E_HOMO (alpha / beta) (eV) = -10.95 / -11.12
- charge = +1
- 2S+1 = 4
- LUMO level (alpha / beta) (eV) = -2.979 / -3.045


Result set for relative energy (zero: lowest compared OMol25 entry of this formula, charge and spin): 30.97; 50.74 kJ/mol, one per record in the order listed.